## a
Entry from OMol25: a 2-piece molecular cluster, C9H14 overall (ωB97M-V/def2-TZVPD).

E_LUMO: 1.016 eV
SMILES: Cc1ccccc1.CC
HOMO level: -9.0 eV

Cartesian coordinates (Å):
C: 2.98226 2.78277 -1.00222
C: 1.60393 2.22722 -1.40072
H: 3.80742 2.25927 -1.46350
H: 3.04156 3.83016 -1.30331
H: 3.12504 2.72273 0.07851
H: 0.84112 2.09528 -0.63719
H: 1.76020 1.26057 -1.87666
H: 1.11749 2.85643 -2.14306
C: -0.61633 -0.38333 2.56102
C: -0.28938 -0.75246 0.08946
C: -0.98353 -1.05628 1.25362
C: -0.70735 -1.32700 -1.10043
C: -2.05310 -1.94458 1.21090
C: -1.81687 -2.15961 -1.16579
C: -2.49724 -2.46814 0.00634
H: 0.51869 -0.03805 0.09411
H: -0.26677 -1.07694 -2.05966
H: -1.26133 -0.77011 3.35582
H: -0.74146 0.69329 2.49525
H: -2.56534 -2.23926 2.11936
H: -1.98396 -2.78336 -2.03601
H: -3.40449 -3.06174 0.03779
H: 0.38942 -0.66686 2.88639

Formally, the Löwdin partial charges of the atoms, in units of the elementary charge, are as follows:
1 C -0.158
2 C -0.171
3 H 0.055
4 H 0.059
5 H 0.060
6 H 0.047
7 H 0.055
8 H 0.059
9 C -0.052
10 C -0.053
11 C -0.279
12 C -0.092
13 C -0.062
14 C -0.100
15 C -0.091
16 H 0.089
17 H 0.100
18 H 0.070
19 H 0.078
20 H 0.106
21 H 0.100
22 H 0.101
23 H 0.081

## b
Entry from OMol25: a 2-piece molecular cluster, C9H14 overall (ωB97M-V/def2-TZVPD).

E_LUMO: 0.963 eV
SMILES: Cc1ccccc1.CC
HOMO level: -8.6 eV

Cartesian coordinates (Å):
C: 0.02973 -1.83517 1.53346
C: -1.17443 -0.47223 -0.08264
C: -0.19823 -0.60036 0.95184
C: -1.72919 0.76107 -0.39889
C: -1.26239 1.85980 0.24116
C: 0.24526 0.61898 1.63061
C: -0.17805 1.87823 1.18131
H: -1.53020 -1.32448 -0.57705
H: -2.66488 0.62049 -1.15344
H: 0.79881 -2.05465 2.26110
H: 0.32498 -2.71389 0.79583
H: -1.84099 2.85544 0.11445
H: 1.10338 0.57549 2.28261
H: 0.17500 2.75458 1.83601
H: -0.90020 -2.43013 1.85041
C: 1.06301 -0.33862 -2.35921
C: 2.29488 -0.88770 -1.83415
H: 1.21838 0.59266 -2.92964
H: 0.57184 -1.08893 -3.06338
H: 0.28160 -0.15935 -1.60732
H: 2.84878 -1.46268 -2.59894
H: 3.02132 -0.35786 -1.33715
H: 2.04858 -1.71073 -1.05447

Formally, the Löwdin partial charges of the atoms, in units of the elementary charge, are as follows:
1 C -0.125
2 C -0.101
3 C -0.310
4 C -0.136
5 C -0.132
6 C -0.032
7 C -0.078
8 H 0.099
9 H 0.162
10 H 0.074
11 H 0.116
12 H 0.123
13 H 0.098
14 H 0.125
15 H 0.113
16 C -0.188
17 C -0.196
18 H 0.077
19 H 0.098
20 H 0.019
21 H 0.073
22 H 0.030
23 H 0.091

## c
Entry from OMol25: a 2-piece molecular cluster, C9H14 overall (ωB97M-V/def2-TZVPD).

E_LUMO: 0.976 eV
SMILES: Cc1ccccc1.CC
HOMO level: -8.9 eV

Cartesian coordinates (Å):
C: -2.38531 0.07805 -3.92736
C: -1.32533 -0.23209 -2.81295
H: -2.06417 0.85333 -4.65407
H: -2.63853 -0.88828 -4.37050
H: -3.24378 0.53414 -3.41934
H: -1.58314 -1.23422 -2.47736
H: -1.44464 0.42962 -1.96995
H: -0.32941 -0.08027 -3.16569
C: -0.96444 -1.71069 1.09825
C: 1.41955 -0.89519 1.47337
C: 0.04300 -0.64751 1.13545
C: 2.31052 0.10631 1.63878
C: -0.27165 0.64941 0.74463
C: 1.91302 1.44796 1.40189
C: 0.67783 1.69363 0.88068
H: 1.46769 -1.88500 1.87935
H: 3.32029 -0.12356 1.93695
H: -0.96367 -2.48220 1.91580
H: -0.77061 -2.39248 0.21669
H: -1.33594 0.69616 0.54633
H: 2.44602 2.31912 1.79365
H: 0.35829 2.74669 0.70792
H: -1.96197 -1.29650 1.09060

Formally, the Löwdin partial charges of the atoms, in units of the elementary charge, are as follows:
1 C -0.159
2 C -0.156
3 H 0.065
4 H 0.056
5 H 0.055
6 H 0.057
7 H 0.033
8 H 0.051
9 C -0.078
10 C -0.055
11 C -0.297
12 C -0.091
13 C -0.059
14 C -0.105
15 C -0.096
16 H 0.102
17 H 0.098
18 H 0.092
19 H 0.101
20 H 0.098
21 H 0.105
22 H 0.113
23 H 0.069

## d
Entry from OMol25: a 2-piece molecular cluster, C9H14 overall (ωB97M-V/def2-TZVPD).

E_LUMO: 1.036 eV
SMILES: Cc1ccccc1.CC
HOMO level: -8.7 eV

Cartesian coordinates (Å):
C: 2.67926 -0.51499 2.39576
C: 2.61914 0.01954 0.94094
H: 3.17823 -1.53233 2.52691
H: 3.12905 0.14612 3.12969
H: 1.61063 -0.82997 2.67883
H: 3.14852 0.97756 0.77357
H: 1.54582 0.19745 0.62360
H: 2.89669 -0.78894 0.20562
C: -0.84626 -0.33866 -2.98958
C: -1.12966 -0.92786 0.79553
C: -1.00727 0.45934 1.16909
C: -1.47657 -1.05541 -0.52558
C: -0.99373 -0.05048 -1.40040
C: -0.70176 1.49014 0.29043
C: -0.50931 1.18945 -1.01472
H: -1.19015 -1.83348 1.45626
H: -1.14873 0.74632 2.17045
H: -2.00643 -1.93577 -0.80436
H: -0.55380 2.57137 0.69431
H: -0.67699 0.59735 -3.40857
H: -1.73772 -0.77861 -3.34360
H: -0.01502 1.90458 -1.68913
H: 0.01677 -1.06808 -2.98244

Formally, the Löwdin partial charges of the atoms, in units of the elementary charge, are as follows:
1 C -0.177
2 C -0.171
3 H 0.070
4 H 0.045
5 H 0.068
6 H 0.064
7 H 0.033
8 H 0.073
9 C -0.019
10 C -0.069
11 C -0.112
12 C -0.070
13 C -0.225
14 C -0.140
15 C -0.110
16 H 0.121
17 H 0.080
18 H 0.101
19 H 0.142
20 H 0.030
21 H 0.048
22 H 0.122
23 H 0.096

Need the numbers? Relative energies in eV: a 0.000; b 1.964; c 0.631; d 1.560.

## a
Entry from OMol25: a 2-piece molecular cluster, C9H14 overall (ωB97M-V/def2-TZVPD).

E_LUMO: 1.061 eV
SMILES: Cc1ccccc1.CC
HOMO level: -8.3 eV

Cartesian coordinates (Å):
C: -1.80263 0.24388 1.74063
C: -1.99718 1.17843 0.51708
H: -1.24099 0.62386 2.65236
H: -2.81475 -0.05091 2.15784
H: -1.29891 -0.77631 1.53277
H: -1.74696 0.53822 -0.41411
H: -2.97016 1.41554 0.45671
H: -1.51556 2.10163 0.64601
C: 1.81905 1.24428 0.59981
C: 0.12990 -1.90276 -0.37426
C: 0.79656 -1.02216 0.45736
C: 0.13123 -1.84709 -1.77719
C: 1.26899 0.11030 -0.20210
C: 0.71087 -0.65919 -2.47625
C: 1.15253 0.35278 -1.70369
H: -0.58461 -2.60646 0.16472
H: 1.09228 -1.29685 1.51820
H: 0.01146 -2.72351 -2.34335
H: 0.85734 -0.68355 -3.59730
H: 1.61459 1.27419 1.72336
H: 1.81467 2.41010 0.35158
H: 1.64335 1.22906 -2.15383
H: 2.92894 0.84653 0.52366

Formally, the Löwdin partial charges of the atoms, in units of the elementary charge, are as follows:
1 C -0.173
2 C -0.136
3 H 0.072
4 H 0.067
5 H 0.045
6 H 0.100
7 H 0.005
8 H 0.044
9 C -0.107
10 C -0.140
11 C -0.126
12 C -0.068
13 C -0.285
14 C -0.100
15 C -0.061
16 H 0.123
17 H 0.146
18 H 0.067
19 H 0.114
20 H 0.079
21 H 0.115
22 H 0.107
23 H 0.112

## b
Entry from OMol25: a 2-piece molecular cluster, C9H14 overall (ωB97M-V/def2-TZVPD).

E_LUMO: 1.002 eV
SMILES: Cc1ccccc1.CC
HOMO level: -8.7 eV

Cartesian coordinates (Å):
C: -0.84020 0.26642 -2.71160
C: -1.12493 0.55176 -0.37602
C: -0.19643 0.21469 -1.37721
C: -0.55895 1.21274 0.68873
C: 0.95697 1.48800 0.80061
C: 1.14881 0.11350 -1.29640
C: 1.71515 0.84359 -0.15460
H: -2.20716 0.32251 -0.33755
H: -1.03321 1.74152 1.47894
H: -0.03867 0.74685 -3.38332
H: -1.69644 1.00438 -2.84598
H: 1.26099 1.92724 1.79172
H: 1.59856 -0.11173 -2.26713
H: 2.70496 0.60450 0.04621
H: -1.01566 -0.87505 -2.95602
C: -0.47840 -1.82181 2.71141
C: -0.21804 -1.91046 1.19390
H: -1.49719 -2.05698 3.21143
H: 0.22034 -2.61122 3.22319
H: -0.12097 -0.77172 2.92963
H: 0.70479 -1.35085 0.96070
H: -1.01604 -1.45007 0.54066
H: -0.28828 -2.87009 0.73453

Formally, the Löwdin partial charges of the atoms, in units of the elementary charge, are as follows:
1 C -0.075
2 C -0.115
3 C -0.387
4 C -0.066
5 C -0.051
6 C -0.046
7 C -0.103
8 H 0.134
9 H 0.078
10 H 0.095
11 H 0.098
12 H 0.109
13 H 0.114
14 H 0.069
15 H 0.124
16 C -0.168
17 C -0.192
18 H 0.080
19 H 0.084
20 H 0.057
21 H 0.059
22 H 0.051
23 H 0.049

## c
Entry from OMol25: a 2-piece molecular cluster, C9H14 overall (ωB97M-V/def2-TZVPD).

E_LUMO: 1.033 eV
SMILES: Cc1ccccc1.CC
HOMO level: -9.0 eV

Cartesian coordinates (Å):
C: 1.58667 -1.59726 -1.96209
C: 2.71806 -1.40411 -0.95991
H: 1.18131 -0.62305 -2.24364
H: 1.88179 -2.13550 -2.85544
H: 0.75086 -2.07203 -1.45237
H: 2.40682 -0.75230 -0.15316
H: 3.09567 -2.32654 -0.52306
H: 3.63618 -1.00802 -1.42003
C: -2.46820 0.11836 2.42227
C: -1.27608 1.32624 -0.97991
C: 0.08850 1.46680 -0.76095
C: -2.11351 0.89827 0.03266
C: -1.58239 0.57520 1.29050
C: 0.62331 1.10944 0.46479
C: -0.22579 0.73699 1.49248
H: -1.71222 1.59719 -1.93453
H: 0.72233 1.65568 -1.62143
H: -3.17994 0.78753 -0.11303
H: 1.68665 1.17732 0.64853
H: -3.43394 -0.25866 2.10054
H: -2.67051 0.97671 3.06941
H: 0.22308 0.34987 2.40365
H: -1.93867 -0.59812 3.05469

Formally, the Löwdin partial charges of the atoms, in units of the elementary charge, are as follows:
1 C -0.157
2 C -0.166
3 H 0.040
4 H 0.060
5 H 0.066
6 H 0.029
7 H 0.059
8 H 0.067
9 C -0.054
10 C -0.091
11 C -0.110
12 C -0.050
13 C -0.281
14 C -0.105
15 C -0.062
16 H 0.102
17 H 0.101
18 H 0.107
19 H 0.099
20 H 0.073
21 H 0.083
22 H 0.113
23 H 0.077

Need the numbers? Relative energies in eV: a 2.620; b 2.988; c 0.000.

## a
Entry from OMol25: a 3-piece molecular cluster, C6H10O3 overall (ωB97M-V/def2-TZVPD).

E_LUMO: 0.357 eV
HOMO level: -7.8 eV

Cartesian coordinates (Å):
C: -0.98384 1.70210 0.95088
C: 0.85130 0.43422 -0.22384
C: 0.39965 -0.61229 -0.98018
C: 1.63433 0.27936 1.04364
C: 0.65819 -2.05933 -0.64510
C: -1.99613 -0.58939 -0.78650
O: -2.29391 0.27149 -0.02246
O: -1.16842 2.77279 0.23488
O: -2.24600 -1.48495 -1.49821
H: -1.97382 3.29144 0.43046
H: -1.70140 1.63176 1.79345
H: 0.91686 1.40199 -0.70168
H: 0.21180 -0.40462 -2.02885
H: 2.52568 -0.33590 0.88856
H: 1.95159 1.24707 1.43677
H: 1.02827 -0.20904 1.80835
H: -0.03544 -2.70764 -1.18105
H: 1.67079 -2.35794 -0.94000
H: 0.55050 -2.27113 0.42088

Formally, the Löwdin partial charges of the atoms, in units of the elementary charge, are as follows:
1 C -0.019
2 C -0.205
3 C -0.232
4 C -0.114
5 C -0.107
6 C -0.411
7 O 0.101
8 O -0.007
9 O 0.177
10 H 0.120
11 H 0.052
12 H 0.095
13 H 0.106
14 H 0.079
15 H 0.072
16 H 0.076
17 H 0.062
18 H 0.079
19 H 0.076

## b
Entry from OMol25: a single C6H10O3 molecule (ωB97M-V/def2-TZVPD).

E_LUMO: 0.726 eV
SMILES: CC(=O)C(C)(C)OC=O
HOMO level: -9.8 eV

Cartesian coordinates (Å):
C: -2.28248 -0.39427 0.60491
C: -0.13223 1.10403 0.15231
C: 0.03254 -0.47346 0.16752
C: -0.55652 1.74791 -1.16480
C: 0.89456 -0.97700 -0.99959
C: 0.56403 -0.97062 1.47101
O: -0.05281 1.69856 1.18546
O: -3.35817 -0.17299 0.17365
O: -1.33751 -0.75319 -0.17169
H: -2.11788 -0.26107 1.65276
H: -0.55323 0.92776 -1.76893
H: 0.30767 2.44758 -1.37187
H: -1.44746 2.23594 -1.03823
H: 1.74456 -1.51383 -0.50552
H: 1.42149 -0.24012 -1.63902
H: 0.36159 -1.66678 -1.72831
H: 0.94967 -0.03870 2.08964
H: 1.41877 -1.54148 1.33607
H: -0.26821 -1.47266 2.01770

Formally, the Löwdin partial charges of the atoms, in units of the elementary charge, are as follows:
1 C -0.425
2 C -0.374
3 C -0.463
4 C 0.041
5 C -0.001
6 C -0.004
7 O 0.100
8 O 0.124
9 O 0.038
10 H 0.148
11 H 0.037
12 H 0.129
13 H 0.068
14 H 0.083
15 H 0.092
16 H 0.118
17 H 0.139
18 H 0.042
19 H 0.106

## c
Entry from OMol25: a 3-piece molecular cluster, C6H10O3 overall (ωB97M-V/def2-TZVPD).

E_LUMO (alpha / beta): 0.762 / 0.163 eV
HOMO level (alpha / beta): -8.3 / -7.5 eV

Cartesian coordinates (Å):
C: 0.08549 0.30996 -0.08551
C: 1.24523 0.97019 -0.75387
C: -0.79313 -1.32822 -1.56946
C: 0.95045 0.04473 2.27050
C: -1.71873 -0.83654 -2.37339
C: 0.40598 0.98509 3.00015
O: 0.13860 -0.79659 0.51097
O: -0.97210 1.11068 0.05991
O: -0.24860 -2.55200 -1.62297
H: -1.69308 0.58330 0.44072
H: 0.16586 -2.74006 -0.77125
H: 1.73613 -0.66256 2.49700
H: 2.17721 0.54836 -0.39039
H: 1.16941 0.78145 -1.82750
H: 1.23514 2.04815 -0.60346
H: -2.19558 -1.45938 -3.12980
H: -2.00749 0.20322 -2.32249
H: 0.69175 1.14430 4.04294
H: -0.37255 1.64592 2.62792

Formally, the Löwdin partial charges of the atoms, in units of the elementary charge, are as follows:
1 C -0.607
2 C 0.031
3 C -0.234
4 C -0.002
5 C -0.004
6 C -0.077
7 O -0.034
8 O 0.107
9 O 0.036
10 H 0.145
11 H 0.102
12 H 0.055
13 H 0.094
14 H 0.098
15 H 0.096
16 H 0.060
17 H 0.042
18 H 0.051
19 H 0.042

Need the numbers? Relative energies in eV: a 2.585; b 0.000; c 5.102.

## a
Entry from OMol25: a single C6H10O3 molecule (ωB97M-V/def2-TZVPD).

E_LUMO: 0.932 eV
SMILES: C[C@]12CC[C@H](CO1)OO2
HOMO level: -9.6 eV

Cartesian coordinates (Å):
C: -2.43522 -0.18609 0.01972
C: -0.90900 0.11708 0.02198
C: -0.44334 1.56297 0.06218
C: 1.06215 1.37325 -0.35728
C: 1.64064 -0.05259 0.03132
C: 0.94342 -1.08461 -0.90267
H: -2.69663 -1.18489 0.32702
H: -2.84379 0.05950 -0.94913
H: -3.04679 0.42936 0.90503
H: -0.31983 1.81310 1.14120
H: -1.04967 2.35890 -0.44543
H: 1.67252 2.22388 0.02709
H: 1.21456 1.44907 -1.52123
H: 2.76698 -0.22523 0.10128
H: 1.56711 -1.25641 -1.92137
H: 0.68311 -2.08735 -0.28038
O: -0.40951 -0.56982 -1.21964
O: 1.08292 -0.44213 1.35981
O: -0.31084 -0.73305 1.03038

Formally, the Löwdin partial charges of the atoms, in units of the elementary charge, are as follows:
1 C 0.013
2 C -0.488
3 C -0.074
4 C -0.123
5 C -0.232
6 C -0.129
7 H 0.067
8 H 0.075
9 H 0.147
10 H 0.131
11 H 0.141
12 H 0.109
13 H 0.145
14 H 0.168
15 H 0.163
16 H 0.170
17 O -0.134
18 O -0.063
19 O -0.086

## b
Entry from OMol25: a 2-piece molecular cluster, C6H10O3 overall (ωB97M-V/def2-TZVPD).

E_LUMO: 0.399 eV
SMILES: C=C(C)C.Oc1coo1
HOMO level: -8.7 eV

Cartesian coordinates (Å):
C: 1.34272 0.18786 1.17490
C: 2.21369 -0.50263 0.41947
C: -0.72143 -1.25235 -0.44724
C: -1.59716 0.98860 -1.12502
C: -1.38207 0.65171 1.24726
C: -1.32851 0.06985 0.03258
O: 1.80855 1.58857 0.53738
O: 2.63684 0.60732 -0.28867
O: 2.58063 -1.73846 0.00866
H: 0.07967 -1.53491 0.17698
H: -1.47034 -2.09938 -0.41696
H: -0.36726 -0.92940 -1.44149
H: -2.04275 0.42856 -1.95597
H: -2.03008 1.97661 -1.02466
H: -0.52017 1.50966 -1.43667
H: -1.35924 1.75018 1.35653
H: -1.07223 0.10760 2.10510
H: 0.46893 -0.23213 1.97587
H: 2.76021 -1.57728 -0.89804

Formally, the Löwdin partial charges of the atoms, in units of the elementary charge, are as follows:
1 C 0.003
2 C -0.420
3 C -0.047
4 C -0.106
5 C -0.016
6 C -0.412
7 O -0.004
8 O 0.003
9 O 0.131
10 H 0.020
11 H 0.106
12 H 0.086
13 H 0.073
14 H 0.059
15 H 0.143
16 H 0.093
17 H 0.022
18 H 0.161
19 H 0.104

Need the numbers? Relative energies in eV: a 0.000; b 3.662.